Formula: C81H185N11O17
Source: OMol25
Level of theory: wB97M-V/def2-TZVPD

Each line ends with the Löwdin charge.
Positions of all 294 atoms, in Å:
1 C -19.462 -9.084 -14.802  -0.01
2 C -20.035 -9.026 -13.352  -0.48
3 C -21.500 -8.547 -13.268  -0.02
4 C -20.008 -10.432 -12.676  -0.10
5 C -20.144 -10.308 -11.085  -0.10
6 C -18.912 -9.354 -10.701  -0.14
7 C -19.026 -7.973 -11.241  -0.48
8 C -20.106 -7.301 -10.446  -0.01
9 C -17.555 -7.389 -10.961  0.00
10 N -19.194 -8.051 -12.694  -0.11
11 O -19.431 -6.796 -13.282  -0.03
12 H -19.862 -9.983 -15.270  0.08
13 H -19.703 -8.198 -15.389  0.07
14 H -18.379 -9.175 -14.709  0.08
15 H -21.764 -7.503 -13.097  0.07
16 H -22.018 -8.732 -14.209  0.07
17 H -21.911 -9.074 -12.407  0.05
18 H -20.855 -11.047 -12.981  0.12
19 H -18.982 -10.748 -12.863  0.10
20 H -21.152 -9.984 -10.828  0.08
21 H -20.184 -11.346 -10.754  0.08
22 H -17.940 -9.818 -10.869  0.08
23 H -18.846 -9.372 -9.613  0.11
24 H -20.130 -7.603 -9.399  0.09
25 H -21.080 -7.707 -10.721  0.07
26 H -20.306 -6.235 -10.548  0.07
27 H -17.480 -6.365 -11.327  0.07
28 H -16.792 -7.999 -11.444  0.07
29 H -17.328 -7.284 -9.900  0.05
30 H -18.686 -6.845 -13.886  0.05
31 C -24.495 -8.604 -10.934  -0.02
32 C -26.050 -8.386 -11.052  -0.44
33 C -26.351 -6.909 -10.822  -0.03
34 C -26.353 -8.794 -12.507  -0.14
35 C -27.842 -8.919 -12.826  -0.15
36 C -28.541 -9.826 -11.762  -0.11
37 C -28.167 -9.606 -10.281  -0.52
38 C -29.015 -8.496 -9.717  -0.06
39 C -28.626 -10.906 -9.564  -0.03
40 N -26.759 -9.300 -10.085  -0.13
41 O -26.453 -8.992 -8.810  0.00
42 H -24.115 -8.519 -9.916  0.08
43 H -24.247 -9.640 -11.165  0.05
44 H -23.902 -8.118 -11.708  0.07
45 H -27.434 -6.803 -10.754  0.06
46 H -25.850 -6.618 -9.898  0.07
47 H -25.871 -6.225 -11.523  0.10
48 H -25.958 -8.147 -13.290  0.11
49 H -25.981 -9.799 -12.705  0.10
50 H -28.262 -7.918 -12.721  0.10
51 H -28.214 -9.142 -13.826  0.10
52 H -28.429 -10.899 -11.921  0.11
53 H -29.590 -9.542 -11.838  0.11
54 H -30.059 -8.806 -9.678  0.09
55 H -29.027 -7.490 -10.137  0.07
56 H -28.791 -8.283 -8.672  0.08
57 H -29.646 -11.218 -9.792  0.09
58 H -28.435 -10.884 -8.491  0.08
59 H -27.904 -11.678 -9.828  0.08
60 H -26.568 -8.039 -8.832  0.07
61 C -13.700 -13.486 -7.629  -0.06
62 C -14.690 -13.041 -8.668  -0.45
63 C -15.610 -14.255 -9.082  -0.01
64 C -15.572 -11.940 -7.933  -0.13
65 C -16.457 -11.004 -8.809  -0.14
66 C -15.424 -10.412 -9.817  -0.13
67 C -14.434 -11.337 -10.607  -0.49
68 C -15.361 -12.023 -11.681  -0.03
69 C -13.387 -10.487 -11.364  -0.01
70 N -13.879 -12.283 -9.706  -0.11
71 O -13.127 -13.175 -10.487  -0.02
72 H -13.026 -12.680 -7.336  0.09
73 H -14.176 -14.117 -6.879  0.09
74 H -13.034 -14.190 -8.127  0.08
75 H -15.687 -15.016 -8.306  0.08
76 H -16.630 -13.957 -9.325  0.06
77 H -15.159 -14.731 -9.953  0.08
78 H -16.298 -12.412 -7.271  0.11
79 H -14.953 -11.414 -7.206  0.11
80 H -17.220 -11.636 -9.263  0.09
81 H -17.000 -10.250 -8.239  0.11
82 H -14.844 -9.570 -9.438  0.10
83 H -16.020 -10.056 -10.658  0.07
84 H -16.217 -12.502 -11.206  0.05
85 H -14.970 -12.880 -12.229  0.08
86 H -15.829 -11.338 -12.388  0.08
87 H -12.320 -10.648 -11.205  0.08
88 H -13.576 -9.417 -11.281  0.08
89 H -13.474 -10.780 -12.410  0.07
90 H -12.270 -12.840 -10.214  0.10
91 C -23.394 -2.594 -7.830  -0.03
92 C -24.977 -2.829 -7.973  -0.37
93 C -25.504 -4.155 -7.264  -0.02
94 C -25.646 -1.456 -7.403  -0.15
95 C -27.108 -1.382 -7.539  -0.21
96 C -27.395 -1.484 -9.012  -0.14
97 C -26.853 -2.768 -9.747  -0.49
98 C -27.766 -3.904 -9.367  -0.03
99 C -26.891 -2.384 -11.256  -0.03
100 N -25.470 -2.877 -9.358  -0.16
101 O -24.763 -3.796 -10.094  -0.01
102 H -22.704 -3.319 -8.261  0.07
103 H -23.008 -1.674 -8.270  0.07
104 H -23.133 -2.361 -6.797  0.07
105 H -26.592 -4.185 -7.214  0.05
106 H -25.287 -5.110 -7.743  0.06
107 H -25.109 -4.448 -6.290  0.07
108 H -25.203 -1.333 -6.415  0.11
109 H -25.206 -0.703 -8.058  0.12
110 H -27.701 -1.882 -6.774  0.12
111 H -27.178 -0.324 -7.285  0.11
112 H -26.936 -0.634 -9.517  0.12
113 H -28.477 -1.380 -9.092  0.12
114 H -27.223 -4.828 -9.167  0.06
115 H -28.364 -4.077 -10.261  0.08
116 H -28.420 -3.742 -8.510  0.09
117 H -26.668 -3.207 -11.935  0.07
118 H -26.279 -1.550 -11.598  0.09
119 H -27.908 -2.368 -11.650  0.08
120 H -24.454 -3.334 -10.876  0.09
121 C -18.216 -4.522 -6.854  0.00
122 C -16.903 -4.157 -5.991  -0.47
123 C -16.953 -2.736 -5.636  -0.07
124 C -16.722 -5.065 -4.711  -0.10
125 C -16.103 -6.433 -5.011  -0.20
126 C -14.819 -6.319 -5.784  -0.13
127 C -14.907 -5.482 -7.124  -0.44
128 C -13.533 -4.878 -7.518  -0.05
129 C -15.349 -6.451 -8.294  -0.04
130 N -15.720 -4.263 -6.894  -0.16
131 O -15.882 -3.608 -8.074  -0.02
132 H -18.577 -3.711 -7.486  0.07
133 H -18.140 -5.448 -7.425  0.07
134 H -18.968 -4.565 -6.066  0.07
135 H -17.901 -2.570 -5.123  0.10
136 H -16.050 -2.243 -5.276  0.10
137 H -17.130 -2.176 -6.554  0.07
138 H -16.312 -4.481 -3.887  0.11
139 H -17.666 -5.336 -4.240  0.11
140 H -15.948 -7.043 -4.121  0.11
141 H -16.722 -7.177 -5.514  0.11
142 H -14.547 -7.346 -6.028  0.11
143 H -14.004 -5.910 -5.187  0.11
144 H -13.085 -4.253 -6.746  0.08
145 H -13.465 -4.284 -8.428  0.07
146 H -12.965 -5.770 -7.783  0.08
147 H -16.396 -6.746 -8.223  0.05
148 H -14.700 -7.274 -8.590  0.07
149 H -15.356 -5.904 -9.237  0.07
150 H -15.404 -2.792 -7.913  0.11
151 C -19.749 -0.242 -12.788  -0.10
152 O -19.025 -1.297 -12.167  -0.21
153 C -19.733 -2.263 -11.359  -0.21
154 C -20.233 -3.440 -12.123  -0.18
155 N -21.574 -3.089 -12.668  -0.03
156 C -22.072 -4.036 -13.675  -0.19
157 C -23.440 -3.681 -14.164  -0.25
158 O -23.648 -2.409 -14.699  -0.18
159 C -22.935 -2.173 -15.962  -0.06
160 H -20.227 0.328 -11.991  0.09
161 H -20.464 -0.701 -13.470  0.06
162 H -18.949 0.372 -13.202  0.10
163 H -20.432 -1.800 -10.663  0.12
164 H -19.071 -2.624 -10.572  0.12
165 H -20.160 -4.424 -11.659  0.10
166 H -19.543 -3.560 -12.958  0.09
167 H -21.662 -2.130 -12.971  0.08
168 H -22.022 -5.081 -13.367  0.11
169 H -21.337 -4.041 -14.479  0.11
170 H -24.233 -3.878 -13.441  0.12
171 H -23.738 -4.300 -15.010  0.09
172 H -22.756 -3.105 -16.499  0.08
173 H -22.002 -1.611 -15.989  0.07
174 H -23.613 -1.550 -16.546  0.08
175 C -26.592 -10.273 -18.056  -0.11
176 O -27.455 -9.952 -16.973  -0.21
177 C -28.285 -8.723 -17.147  -0.16
178 C -27.666 -7.369 -17.164  -0.20
179 N -26.724 -7.250 -16.037  -0.07
180 C -25.653 -6.348 -16.098  -0.21
181 C -24.606 -6.983 -17.004  -0.25
182 O -24.341 -8.295 -16.619  -0.24
183 C -23.183 -8.847 -17.280  -0.05
184 H -25.789 -10.949 -17.765  0.07
185 H -26.092 -9.350 -18.351  0.08
186 H -27.129 -10.797 -18.847  0.09
187 H -28.929 -8.740 -16.268  0.12
188 H -28.851 -8.947 -18.051  0.12
189 H -28.497 -6.681 -17.010  0.12
190 H -27.118 -7.064 -18.056  0.11
191 H -26.288 -8.161 -16.008  0.08
192 H -25.154 -6.130 -15.154  0.10
193 H -26.160 -5.436 -16.416  0.13
194 H -23.613 -6.590 -16.782  0.10
195 H -24.654 -6.738 -18.065  0.12
196 H -23.147 -9.927 -17.133  0.08
197 H -22.336 -8.291 -16.879  0.08
198 H -23.411 -8.628 -18.323  0.09
199 C -18.206 -6.766 -18.684  -0.05
200 O -18.572 -7.737 -19.732  -0.20
201 C -19.306 -8.900 -19.364  -0.21
202 C -19.465 -9.585 -20.737  -0.18
203 N -20.397 -8.888 -21.663  -0.03
204 C -20.415 -9.663 -22.853  -0.26
205 C -19.177 -9.499 -23.669  -0.33
206 O -18.891 -8.222 -23.921  -0.12
207 C -18.295 -8.023 -25.120  -0.13
208 H -19.039 -6.642 -17.992  0.08
209 H -17.873 -5.795 -19.050  0.08
210 H -17.438 -7.271 -18.099  0.07
211 H -20.171 -8.892 -18.700  0.11
212 H -18.675 -9.562 -18.771  0.11
213 H -19.582 -10.644 -20.508  0.12
214 H -18.516 -9.471 -21.262  0.10
215 H -20.056 -7.980 -21.947  0.10
216 H -21.151 -9.253 -23.546  0.12
217 H -20.696 -10.716 -22.872  0.13
218 H -19.298 -10.250 -24.450  0.13
219 H -18.427 -9.966 -23.030  0.11
220 H -17.873 -7.020 -25.069  0.09
221 H -18.993 -7.912 -25.950  0.09
222 H -17.577 -8.768 -25.464  0.10
223 C -20.379 -17.072 -7.359  -0.16
224 O -20.917 -16.187 -8.263  -0.18
225 C -19.900 -15.366 -8.829  -0.20
226 C -20.457 -13.923 -8.917  -0.21
227 N -21.036 -13.581 -7.617  -0.05
228 C -21.772 -12.269 -7.588  -0.17
229 C -23.143 -12.109 -8.303  -0.19
230 O -22.956 -12.019 -9.723  -0.22
231 C -24.142 -12.352 -10.487  -0.09
232 H -19.775 -17.926 -7.664  0.09
233 H -21.275 -17.457 -6.872  0.09
234 H -19.865 -16.551 -6.551  0.09
235 H -19.790 -15.795 -9.825  0.12
236 H -18.945 -15.263 -8.315  0.11
237 H -21.221 -13.891 -9.694  0.10
238 H -19.650 -13.290 -9.287  0.10
239 H -21.857 -14.169 -7.597  0.09
240 H -21.021 -11.618 -8.037  0.11
241 H -21.911 -12.220 -6.508  0.11
242 H -23.595 -11.173 -7.974  0.12
243 H -23.810 -12.942 -8.081  0.12
244 H -24.339 -13.418 -10.602  0.08
245 H -23.936 -12.080 -11.522  0.07
246 H -25.019 -11.801 -10.149  0.08
247 C -18.845 -13.830 -12.434  -0.13
248 O -20.145 -14.383 -12.476  -0.17
249 C -20.335 -15.374 -13.426  -0.25
250 C -21.752 -15.307 -13.747  -0.23
251 N -22.058 -14.626 -14.992  -0.04
252 C -23.500 -14.366 -15.068  -0.21
253 C -23.853 -13.215 -15.993  -0.21
254 O -23.319 -12.010 -15.421  -0.23
255 C -24.260 -11.152 -14.778  -0.09
256 H -18.513 -13.238 -13.287  0.08
257 H -17.992 -14.499 -12.318  0.09
258 H -18.573 -13.090 -11.681  0.06
259 H -20.054 -16.374 -13.094  0.13
260 H -19.672 -15.101 -14.247  0.13
261 H -22.391 -14.916 -12.955  0.12
262 H -22.006 -16.365 -13.807  0.12
263 H -21.574 -13.752 -15.140  0.11
264 H -23.848 -13.995 -14.104  0.11
265 H -24.006 -15.223 -15.513  0.12
266 H -24.901 -13.080 -16.263  0.12
267 H -23.423 -13.382 -16.981  0.12
268 H -25.061 -11.059 -15.512  0.07
269 H -23.784 -10.248 -14.398  0.08
270 H -24.722 -11.729 -13.977  0.07
271 C -14.310 -8.571 -16.677  -0.04
272 O -15.043 -7.374 -16.156  -0.24
273 C -15.208 -7.073 -14.762  -0.20
274 C -16.067 -5.833 -14.427  -0.16
275 N -17.353 -5.794 -15.168  -0.06
276 C -18.082 -4.538 -15.323  -0.21
277 C -17.405 -3.694 -16.322  -0.22
278 O -18.171 -2.508 -16.571  -0.18
279 C -18.312 -1.638 -15.410  -0.08
280 H -13.915 -8.364 -17.672  0.08
281 H -15.016 -9.396 -16.769  0.08
282 H -13.498 -8.853 -16.006  0.08
283 H -14.269 -7.031 -14.210  0.12
284 H -15.694 -8.008 -14.483  0.11
285 H -15.395 -5.033 -14.738  0.11
286 H -16.351 -5.772 -13.377  0.11
287 H -17.042 -6.065 -16.090  0.07
288 H -18.289 -4.098 -14.347  0.10
289 H -19.026 -4.884 -15.746  0.12
290 H -17.467 -4.227 -17.271  0.11
291 H -16.338 -3.565 -16.143  0.12
292 H -18.469 -0.689 -15.924  0.09
293 H -17.410 -1.665 -14.798  0.10
294 H -19.175 -1.857 -14.782  0.05

Calculated values
Multiplicity ... 1
F_max ... 4.8 eV/Å
Energy above the lowest of the compared OMol25 structures with the same formula, charge and spin ... 892.9 kJ/mol
HOMO-LUMO gap ... 0.3049 Eh